No. 1
{"formula": "C4H13N3", "method": "the ωB97M-V functional and the def2-TZVPD basis", "species": ["C", "C", "H", "H", "N", "H", "H", "H", "H", "N", "C", "H", "H", "H", "H", "C", "N", "H", "H", "H"], "coordinates": [[0.1762, -0.1884, -1.3084], [0.0536, -0.8402, 2.2195], [0.3987, -0.6347, -2.2821], [1.8629, -1.0031, -0.2604], [0.5100, -0.0889, 1.1364], [1.4356, 1.3195, -0.9053], [-0.3878, 1.6780, -3.1381], [-1.2448, 2.2259, -1.5998], [0.1909, 3.0488, -2.2256], [-1.4174, -1.1834, 2.0948], [-0.2974, 2.0877, -2.1258], [-1.7256, -1.5862, 2.9727], [-0.9099, -0.3012, -1.1639], [0.6649, -1.7264, 2.4349], [0.0910, -0.3059, 3.1706], [0.7899, -0.8645, -0.0828], [0.5209, 1.2404, -1.2882], [0.4641, 0.8824, 0.8909], [0.3056, -1.8324, 0.0494], [-1.4816, -1.9275, 1.4113]], "forces_ev_per_a": [[-0.882, 0.928, 0.582], [-1.750, 0.548, 1.536], [0.345, -0.377, 0.106], [0.105, -0.159, 0.197], [1.662, -1.192, -1.956], [0.625, 1.287, -0.682], [-0.364, -0.027, 0.093], [-0.260, 0.020, -0.554], [-0.047, 0.349, -0.020], [0.970, -0.093, -0.048], [1.282, 0.127, 0.630], [-0.083, -0.079, 0.060], [0.024, 0.278, -0.191], [0.085, -0.034, -0.637], [0.210, 0.474, -0.161], [-0.186, 0.264, 0.019], [-0.995, -2.241, 0.381], [-0.777, 0.269, 1.008], [0.329, -0.225, -0.255], [-0.295, -0.118, -0.111]], "lowdin_charge": [-0.23, -0.34, 0.11, 0.11, -0.07, 0.10, 0.08, 0.08, 0.07, 0.00, -0.12, 0.05, 0.11, 0.11, 0.11, -0.22, -0.16, 0.10, 0.10, 0.04], "lumo_energy_ev": 1.157, "smiles": "CNCCNCN", "de_lowest_ev": 1.712, "mol_weight_g_mol": 103.169, "homo_ha": -0.3076, "energy_ha": -324.41203}


No. 2
{"formula": "AgH16O8", "method": "the ωB97M-V functional and the def2-TZVPD basis", "species": ["H", "H", "O", "H", "H", "H", "H", "H", "H", "H", "O", "O", "H", "H", "H", "O", "H", "O", "Ag", "H", "O", "O", "H", "H", "O"], "coordinates": [[-16.3812, 20.6989, 19.6971], [-20.1013, 21.9524, 19.8190], [-17.7027, 20.6073, 16.8932], [-19.1435, 20.7795, 19.5174], [-21.1568, 22.0321, 15.7990], [-15.2139, 23.4971, 17.6874], [-20.6203, 24.5130, 17.9698], [-16.0224, 24.4184, 16.7557], [-20.2703, 20.8088, 15.9408], [-18.4739, 25.1199, 19.5775], [-19.4641, 21.6229, 19.1677], [-17.9576, 23.2335, 15.2990], [-20.2000, 24.3230, 16.5066], [-17.5001, 24.1622, 20.2663], [-16.4088, 22.1490, 20.1703], [-20.4447, 21.6680, 16.3423], [-17.9778, 22.7067, 14.4873], [-16.1144, 23.8058, 17.5022], [-18.1437, 22.6789, 17.6663], [-16.7710, 20.3364, 16.9431], [-16.5907, 21.5973, 19.3999], [-19.9159, 24.1496, 17.4126], [-18.2921, 24.1022, 15.0333], [-18.0761, 20.0916, 16.1637], [-18.1876, 24.1940, 19.5892]], "forces_ev_per_a": [[0.047, 0.150, -0.058], [0.131, 0.254, -0.260], [0.515, -0.197, 0.103], [0.054, 0.127, -0.154], [-0.010, -0.103, 0.124], [-0.238, -0.147, 0.034], [0.201, -0.113, 0.027], [0.012, -0.134, 0.119], [-0.333, -0.024, 0.046], [0.090, -0.140, -0.119], [-0.070, -0.338, -0.061], [-0.095, 0.464, -0.242], [-0.044, -0.075, 0.098], [-0.069, 0.104, -0.049], [0.113, -0.129, -0.016], [0.149, -0.175, -0.339], [0.057, -0.013, 0.172], [0.097, 0.212, -0.381], [-0.360, -0.544, 0.829], [-0.176, 0.095, 0.014], [0.199, -0.248, 0.185], [-0.317, 0.685, -0.133], [0.172, -0.119, -0.103], [-0.055, 0.234, 0.058], [-0.067, 0.172, 0.105]], "lowdin_spin": [0.00, 0.00, 0.06, 0.00, 0.00, 0.00, 0.00, 0.00, 0.00, 0.00, 0.07, 0.01, 0.00, 0.00, 0.00, 0.00, 0.00, 0.04, 0.78, 0.00, 0.00, 0.01, 0.00, 0.00, 0.03], "lumo_energy_ev": [-6.662, -11.292], "charge": 2, "de_lowest_ev": 0.521, "mol_weight_g_mol": 251.988, "homo_ha": [-0.6771, -0.6768], "energy_ha": -757.82372, "spin_multiplicity": 2}


No. 3
{"formula": "C30H40N5PbS3SeSi", "method": "the ωB97M-V functional and the def2-TZVPD basis", "species": ["S", "H", "S", "C", "N", "H", "H", "C", "C", "H", "H", "C", "C", "C", "H", "Si", "C", "H", "C", "H", "N", "C", "N", "C", "H", "C", "H", "C", "C", "C", "C", "H", "H", "H", "H", "C", "H", "C", "H", "H", "N", "C", "H", "S", "C", "H", "H", "H", "C", "H", "H", "H", "H", "H", "H", "C", "H", "H", "Pb", "H", "C", "H", "C", "C", "Se", "C", "H", "H", "C", "H", "H", "H", "N", "H", "H", "C", "C", "H", "C", "H", "C"], "coordinates": [[-0.0419, 0.4280, -3.9363], [-1.7443, -3.7708, 0.1007], [-1.1556, -2.6855, -2.7740], [1.8003, -0.0938, 2.0520], [-3.0601, 4.1630, 0.9708], [3.3917, -4.2881, 0.3617], [6.4490, -2.5625, -2.0466], [0.7559, -5.4492, -0.2110], [2.6655, -0.5168, 4.3059], [-1.3020, 2.2817, -3.2719], [-3.6993, 3.5637, 0.4786], [3.2320, -1.6096, -1.8674], [-0.2838, 0.2467, 2.4314], [-4.5925, 5.5912, 2.4154], [0.8101, -2.5164, -4.0441], [0.6876, -3.7860, 0.6215], [-1.7328, 4.1456, 0.7453], [0.3765, 6.4051, 1.0008], [-2.1192, 6.8297, 3.1101], [0.8025, 4.6792, 1.0780], [-1.1795, 5.1035, 1.5033], [1.6208, -0.2141, 3.4353], [1.4990, -2.5752, -0.5402], [-3.6833, -1.5483, -2.3411], [-5.5320, 5.1297, 2.1446], [-3.3224, 7.2584, 3.6446], [-3.1309, 0.0595, -4.3649], [-2.8856, -2.4396, -3.2803], [-4.5341, 6.6511, 3.3044], [4.5265, -1.6079, -2.2629], [0.2237, 5.4720, 1.5419], [-1.4584, -0.8883, -5.3491], [0.8935, -4.3642, 2.9505], [-0.2108, 0.0230, 4.5229], [-1.4234, -3.4329, 1.7969], [4.1141, -0.5500, 2.3551], [-2.8862, -2.0503, -4.2962], [-3.3862, 5.1662, 1.8833], [-4.6852, -1.4148, -2.7528], [-3.6293, 1.6007, -3.7139], [0.5804, 0.1940, 1.4458], [3.0731, -0.2480, 1.4999], [0.1693, -6.1535, 0.3839], [-2.9948, 0.0916, -1.9771], [-1.5331, 1.4708, -3.9687], [-1.2818, -2.1506, 0.6454], [3.2481, -0.0942, 0.4415], [-0.4917, -3.1564, -5.0197], [-1.0904, -3.2200, 0.7778], [5.7266, -4.2444, -0.3910], [-3.3548, -3.4227, -3.3209], [-3.8071, -2.0146, -1.3622], [2.5178, -4.1132, 2.3302], [1.7648, -5.8573, -0.2883], [0.3254, -5.4236, -1.2136], [3.7152, -3.5567, -0.3655], [1.5093, -2.7242, 2.7140], [4.7542, -0.9191, 4.3744], [-0.1736, -0.4580, -1.1315], [-1.5912, 1.9191, -4.9621], [-2.8643, 0.8267, -3.6398], [5.1182, -0.6567, 1.9653], [5.4132, -2.5714, -1.7227], [3.9102, -0.6898, 3.7388], [-0.8527, 3.0486, -0.4631], [-2.1819, 5.7673, 2.2219], [0.2102, -0.9675, -5.8523], [-5.4474, 7.0272, 3.7435], [5.0089, -3.5344, -0.7791], [-3.3308, 8.0880, 4.3375], [-1.1849, 7.3105, 3.3638], [-1.3375, 0.4554, 2.3217], [0.2747, 0.0194, 3.6399], [4.8924, -0.8847, -2.9787], [2.5163, -0.6078, 5.3732], [-0.4423, -1.0127, -4.9796], [1.4977, -3.7310, 2.2948], [2.5458, -0.8749, -2.2737], [-0.2381, -2.3659, -4.3115], [0.5278, 5.5958, 2.5797], [2.7291, -2.5944, -0.8942]], "forces_ev_per_a": [[0.031, -0.096, 0.103], [-0.001, 0.006, -0.028], [0.096, -0.092, -0.100], [0.054, -0.026, 0.064], [-0.020, -0.011, 0.036], [-0.047, 0.017, -0.005], [-0.002, 0.001, -0.005], [0.133, 0.162, -0.084], [-0.015, 0.005, -0.008], [-0.009, -0.042, 0.028], [-0.014, 0.009, -0.002], [-0.009, -0.067, 0.067], [-0.038, 0.062, 0.002], [-0.036, 0.046, 0.035], [-0.002, 0.010, 0.015], [-0.231, -0.077, 0.162], [-0.099, 0.004, 0.055], [0.026, -0.009, 0.014], [-0.022, 0.051, 0.024], [0.017, 0.024, -0.004], [-0.085, 0.005, 0.036], [0.094, 0.038, -0.062], [0.174, -0.438, 0.076], [-0.020, 0.032, -0.014], [-0.011, 0.003, 0.012], [0.121, 0.024, 0.008], [0.000, -0.003, 0.013], [-0.029, -0.023, 0.016], [-0.085, -0.075, -0.055], [0.054, -0.017, -0.013], [0.025, 0.011, 0.021], [-0.009, -0.010, 0.021], [-0.005, -0.003, 0.007], [0.010, 0.046, 0.006], [-0.009, -0.061, -0.012], [-0.020, -0.023, -0.050], [0.033, 0.005, 0.004], [0.021, -0.062, -0.063], [-0.006, 0.011, 0.028], [0.002, -0.002, 0.056], [-0.057, -0.391, -0.066], [0.038, -0.025, 0.031], [-0.029, 0.017, 0.018], [0.185, -0.067, 0.133], [0.052, 0.176, -0.092], [0.055, 0.018, 0.045], [-0.002, 0.075, -0.002], [0.001, -0.001, 0.001], [-0.003, 0.039, -0.022], [0.023, 0.012, -0.019], [0.004, 0.001, 0.014], [0.006, 0.000, -0.003], [-0.008, -0.029, 0.000], [0.006, -0.010, 0.020], [-0.036, 0.011, 0.009], [-0.042, 0.086, -0.065], [-0.026, 0.021, -0.002], [0.002, 0.005, 0.006], [-0.640, 1.035, 0.148], [0.013, -0.027, -0.008], [-0.034, -0.024, -0.054], [0.004, 0.019, 0.000], [-0.045, 0.023, 0.010], [0.007, -0.018, 0.029], [0.130, -0.411, -0.358], [0.067, -0.043, -0.060], [-0.004, 0.031, 0.001], [-0.019, -0.020, -0.010], [0.016, -0.012, 0.012], [0.028, 0.004, 0.002], [-0.003, 0.007, 0.014], [0.004, 0.057, -0.014], [-0.057, -0.053, -0.016], [0.029, -0.009, -0.001], [-0.003, 0.013, 0.007], [-0.003, 0.034, 0.009], [0.108, 0.073, -0.168], [-0.064, -0.037, 0.034], [-0.057, 0.016, -0.038], [0.019, 0.007, -0.017], [0.267, -0.036, 0.066]], "lowdin_charge": [0.80, 0.04, 0.79, -0.26, 0.12, 0.10, 0.15, -0.14, 0.01, 0.03, 0.15, 0.03, -0.17, 0.00, 0.07, 0.48, -0.74, 0.11, 0.01, 0.05, -0.07, -0.21, 0.03, -0.49, 0.12, -0.05, 0.07, -0.46, -0.05, 0.01, -0.01, 0.08, 0.06, 0.18, 0.06, -0.07, 0.07, -0.17, 0.10, 0.10, -0.01, -0.04, 0.06, 0.78, -0.50, -0.03, 0.10, 0.10, -0.18, 0.14, 0.10, 0.08, 0.04, 0.04, 0.04, 0.08, 0.03, 0.12, 1.07, 0.10, -0.46, 0.11, 0.11, -0.06, 0.56, -0.15, 0.10, 0.12, 0.01, 0.12, 0.12, 0.14, 0.15, 0.14, 0.13, -0.47, -0.12, 0.09, -0.49, 0.10, -0.33], "lumo_energy_ev": -11.527, "charge": 3, "de_lowest_ev": 2.480, "mol_weight_g_mol": 881.132, "homo_ha": -0.5115, "energy_ha": -5518.45441}